69
Properties=species:S:1:pos:R:3:forces:R:3:lowdin_charge:R:1 method="wB97M-V/def2-TZVPD" homo_energy_ev=-4.15 charge=-1 gap_ev=6.4 e_lumo_ev=2.25
C 1.794402 -3.230620 0.763227 0.1498 -0.3543 -0.0242 -0.198
Si 0.818934 -3.162873 -0.843614 -0.7489 0.7716 -0.2218 0.395
C 1.967330 -3.195296 -2.326918 0.1760 -0.4233 -0.0442 -0.218
C -0.416778 -4.567565 -1.013618 0.3186 -0.5393 -0.0214 -0.217
Si -0.458731 -1.213597 -1.014513 0.3222 -0.2285 -0.7819 0.487
Si -1.909050 -1.113086 0.844948 -0.2939 0.4306 -0.3707 0.421
C -1.711312 -2.657489 1.899502 -0.1916 -0.0963 0.2304 -0.216
C -1.510972 0.386545 1.906701 -0.0030 -0.1756 0.1763 -0.194
C -3.691103 -0.938239 0.275522 -0.1868 -0.0617 0.2022 -0.212
Si 1.086553 0.524336 -1.016152 -0.8359 -0.0720 -0.2379 0.398
C 2.005353 0.600085 0.622976 0.2239 0.2635 -0.0275 -0.194
C 2.258644 0.324169 -2.464706 0.2727 0.1305 -0.0329 -0.217
C 0.057249 2.047294 -1.381119 0.4052 0.2634 0.0844 -0.214
O -1.100671 -1.278766 -2.662120 0.0258 -0.1975 1.2162 -0.287
C -2.431483 -1.041036 -2.917585 0.1927 1.4528 0.1396 -0.508
C -3.219824 -2.261127 -3.271524 -0.3240 -0.0733 -0.1073 -0.045
C -2.929208 0.216417 -2.889416 0.1497 -1.3911 -0.4013 0.052
H 2.321616 -4.196662 0.781361 -0.0001 0.2069 0.1617 0.032
H 2.542835 -2.430165 0.819791 -0.1733 -0.2121 -0.0334 0.013
H 1.152860 -3.175084 1.650090 0.1873 -0.0204 -0.2213 0.008
H 2.311565 -4.231836 -2.455568 0.1032 0.1944 -0.1398 0.027
H 1.440909 -2.890596 -3.242082 0.1080 -0.0512 0.2486 0.036
H 2.842505 -2.550093 -2.190317 -0.1778 -0.1659 -0.0456 0.012
H 0.152009 -5.508917 -1.043616 -0.2924 -0.0277 -0.0212 0.027
H -1.130309 -4.620522 -0.184477 0.1852 0.0016 -0.1983 0.005
H -0.977003 -4.478107 -1.955431 0.1635 0.0303 0.2142 0.028
H -2.440110 -2.588153 2.722212 0.1889 -0.0628 -0.1188 0.037
H -1.922104 -3.578437 1.343996 0.0288 0.2075 0.1519 0.008
H -0.710573 -2.735895 2.341810 -0.2637 0.0276 -0.0738 0.011
H -2.226641 0.414728 2.743972 0.2040 0.0364 -0.1667 0.048
H -0.496179 0.359256 2.322722 -0.2668 0.0119 -0.0235 0.016
H -1.628516 1.318188 1.347409 0.0420 -0.2874 0.1483 -0.006
H -4.322657 -0.733730 1.153040 0.0591 -0.0910 -0.1891 0.037
H -3.821667 -0.110857 -0.432255 0.0850 -0.2145 0.2347 0.010
H -4.044885 -1.860133 -0.203062 -0.0083 0.1504 0.0336 0.026
H 2.651929 1.490381 0.596459 -0.0615 -0.1990 0.1482 0.036
H 1.332761 0.695853 1.483187 0.1657 0.0108 -0.2461 0.010
H 2.642378 -0.280648 0.774809 -0.1203 0.2195 -0.0486 0.009
H 2.736633 1.300252 -2.633372 0.0246 -0.2244 -0.0728 0.031
H 3.037329 -0.423772 -2.283166 -0.0836 0.1649 -0.1045 0.009
H 1.704772 0.052785 -3.373854 0.1204 0.0393 0.2211 0.037
H 0.712978 2.929668 -1.370139 -0.2513 0.0136 -0.0507 0.040
H -0.416623 1.985803 -2.369397 0.2201 -0.0409 0.1688 0.028
H -0.726291 2.208985 -0.639489 0.1534 0.0003 -0.1990 -0.015
H -4.277547 -1.986436 -3.349444 0.1471 -0.1730 0.0344 0.079
H -2.905764 -2.651756 -4.253479 0.0376 0.0325 0.3761 0.087
H -3.108620 -3.059590 -2.515912 0.0369 0.3254 -0.2872 0.077
H -3.983373 0.325465 -3.135320 0.2345 0.2820 0.1457 0.067
H -2.301690 1.084557 -2.695585 -0.2730 -0.2613 0.0397 0.052
O -1.699979 6.409252 4.799915 -1.1078 -0.0790 -0.1065 0.081
C -2.630859 6.412763 4.112348 1.6238 0.3395 -1.0273 -0.199
Co -3.957025 6.373356 2.980372 -0.7214 -0.8800 -0.6502 0.040
C -4.640783 4.863663 3.548323 -0.7401 -2.4560 0.3329 -0.190
O -5.034832 3.835861 3.912232 0.3653 1.1671 -0.1964 0.073
C -4.884078 7.754485 3.578400 -0.4123 1.8397 -0.2994 -0.193
O -5.432592 8.696566 3.968130 0.3109 -0.9599 -0.0436 0.057
C -3.033163 6.134608 1.203785 4.2092 2.2905 1.8029 -0.275
C -2.602610 4.853851 0.823386 3.1779 0.3748 1.1333 -0.413
C -1.557592 4.016820 0.838719 -0.3924 0.1906 -0.0299 -0.042
Co -4.246518 5.218261 0.302556 -5.3555 -1.8058 -1.2156 0.030
C -4.699096 3.511921 0.544398 -1.5811 -2.1553 0.1133 -0.115
O -5.025591 2.398562 0.603530 1.0035 1.9478 0.0290 0.112
C -4.107283 5.078502 -1.515635 0.3469 0.5419 -0.6157 -0.089
O -4.072446 4.891326 -2.652453 -0.0794 0.0837 1.3037 0.107
C -5.734433 6.188320 0.527206 -1.5049 0.9271 -0.1345 -0.144
O -6.721928 6.784999 0.599200 1.2357 -0.6957 -0.0275 0.088
H -2.450596 7.049669 1.016963 -0.3399 -0.3745 -0.2862 0.066
H -1.752782 2.944413 0.760130 0.3514 0.5863 -0.5146 -0.011
H -0.529173 4.413018 0.916212 -0.5651 -0.5057 0.5681 0.061


38
Properties=species:S:1:pos:R:3:forces:R:3:lowdin_charge:R:1 method="wB97M-V/def2-TZVPD" homo_energy_ev=-3.33 charge=-1 gap_ev=6.1 de_lowest_kcal_mol=16.5 e_lumo_ev=2.73
C -2.615510 -0.967415 -1.817261 -0.0590 -0.3855 0.0912 -0.092
C -1.185448 -0.605623 -1.563441 0.6544 -0.1912 0.9185 -0.237
O -0.894422 -0.919833 -0.152130 -0.4924 0.1009 -0.9756 -0.061
C 0.408774 -0.669813 0.172107 2.3744 0.5105 -0.0075 -0.559
C 1.060489 -1.243347 1.319197 -1.5343 0.0611 -1.1850 -0.110
C 2.394102 -1.426651 0.970672 3.0409 -0.6912 0.4025 -0.385
N 3.539878 -1.600283 0.721509 -2.2128 0.2812 0.5784 0.063
O 1.132562 0.001194 -0.584298 -1.4365 0.0495 -0.5831 -0.022
H -2.947963 -0.546453 -2.764196 -0.0822 0.0844 -0.0487 0.070
H -2.680698 -2.055377 -1.893897 -0.3559 0.0690 0.1886 0.075
H -3.235699 -0.597056 -1.001616 -0.2038 -0.0759 -0.0802 0.063
H -0.535271 -1.239635 -2.185519 0.0334 0.5007 0.1594 0.125
H -0.993119 0.451953 -1.769133 0.1900 -0.2211 0.1426 0.112
H 0.559036 -1.815381 2.080713 0.0290 -0.2604 -0.0272 0.066
C 2.703265 -0.762433 4.002753 0.6055 0.0825 -0.2534 -0.149
N 1.294287 -0.458153 4.211213 -0.3670 0.1105 0.7126 -0.525
S 0.357584 -1.416742 5.347869 -0.7438 1.0264 1.0430 1.076
C 0.885756 -3.088763 5.592654 0.6728 -0.6998 -0.5701 -0.840
F 0.593923 -3.413796 6.891646 0.2048 0.1719 -1.1322 0.052
F 0.137240 -3.919245 4.809829 0.9508 -0.0818 0.6345 0.055
F 2.208028 -3.319294 5.385490 -1.1874 -0.2550 0.1753 0.082
S 0.829836 1.150978 4.528338 0.1825 0.0721 -0.1833 0.606
C -0.473085 1.399540 3.349577 -0.2907 0.6530 0.0650 -0.272
C -0.344796 2.522495 2.511784 0.0624 -0.6332 0.0865 -0.053
C -1.145788 2.601700 1.379535 -0.6507 -0.2425 -0.0921 -0.063
C -2.121746 1.616369 1.157391 0.4256 -0.1965 -0.0015 -0.078
C -2.293451 0.555539 2.060535 -0.4093 0.6543 0.3085 -0.077
C -1.545338 0.507398 3.234999 0.2256 0.0144 -0.5218 -0.068
O 0.305210 1.189818 5.867002 -0.1182 0.2502 -0.1145 -0.356
O 1.904680 2.022572 4.146450 -0.0613 -0.4607 0.1965 -0.278
H 2.774560 -1.805915 3.699536 0.0006 0.1700 -0.0639 0.072
H 3.064702 -0.171656 3.152406 -0.1525 -0.1007 0.3090 0.084
H 3.334767 -0.598397 4.889720 -0.2569 0.0277 -0.1288 0.093
H 0.357201 3.317114 2.765475 0.1330 -0.5310 -0.3004 0.113
H -0.988620 3.400275 0.643279 -0.2064 -0.2767 0.4707 0.111
H -2.744221 1.661346 0.260618 0.2831 -0.0656 0.2176 0.102
H -3.040118 -0.225379 1.888345 0.1823 0.4389 -0.0127 0.111
H -1.815968 -0.209353 4.015927 0.5701 0.0396 -0.4183 0.093


22
Properties=species:S:1:pos:R:3:forces:R:3:lowdin_charge:R:1 method="wB97M-V/def2-TZVPD" homo_energy_ev=-10.82 charge=+1 gap_ev=5.0 e_lumo_ev=-5.80
Br 0.326771 -0.380097 -1.612747 -2.7782 0.3567 0.0856 0.706
C -1.655695 -0.134452 -1.506379 -3.9447 0.8648 0.1649 -0.514
C -2.660698 -1.422682 -1.342641 -1.8714 3.9803 -0.0742 0.017
C -4.284830 -1.142108 -1.210435 3.3608 3.8918 -0.4267 0.038
C -4.762434 0.431874 -1.259228 3.2127 -2.1892 -0.2534 0.044
N -3.760005 1.560443 -1.455640 1.3095 -3.7410 0.2387 0.020
C -2.261864 1.394393 -1.584944 -1.6602 -4.2601 0.6686 0.028
H -2.244425 -2.517219 -1.319414 -0.7930 2.4276 -0.0376 0.125
H -5.053297 -2.020879 -1.056313 1.7053 2.1342 -0.3796 0.125
H -5.903954 0.691203 -1.142561 2.7041 -0.2384 -0.3336 0.144
H -4.151675 2.533123 -1.491170 0.5727 -1.3084 0.0453 0.158
H -1.548356 2.318666 -1.706262 -1.8488 -1.9182 0.2523 0.148
C 2.796035 -0.907585 1.166827 -0.1137 -0.1055 0.1197 -0.305
S 4.492420 -0.333810 0.909247 0.5485 -0.4587 0.2843 0.803
O 5.411949 -1.431018 1.355634 -0.7129 0.6863 -0.2114 -0.545
C 4.470400 0.921015 2.213304 -0.0398 -0.0081 0.1026 -0.269
H 2.600020 -1.730237 0.474113 0.1668 0.0937 0.0730 0.038
H 2.671463 -1.262970 2.192815 0.0833 0.0298 -0.0815 0.061
H 2.097735 -0.092367 0.963753 0.1014 0.0167 0.0326 0.016
H 4.244814 0.456160 3.175952 0.0407 -0.0516 -0.1183 0.059
H 3.719667 1.679077 1.977456 0.0613 -0.0607 -0.0446 0.050
H 5.455959 1.389470 2.258633 -0.1045 -0.1420 -0.1067 0.054


32
Properties=species:S:1:pos:R:3:forces:R:3:lowdin_charge:R:1 method="wB97M-V/def2-TZVPD" homo_energy_ev="-11.84 / -11.47" charge=+1 gap_ev="7.5 / 8.1" de_lowest_kcal_mol=121.9 e_lumo_ev="-4.38 / -3.34"
C 3.398313 -1.294057 -1.131144 -2.5164 2.0320 1.1697 0.018
C 2.266508 -0.484822 -1.202403 3.8180 -2.2552 1.6474 0.025
C 3.136274 -0.185518 0.797646 0.7797 -2.0168 -2.1471 0.016
C -0.789353 0.768784 -1.629253 0.7419 -0.4269 1.7042 -0.161
C -1.942815 0.204484 -0.795187 -0.3189 1.0030 0.3071 -0.214
C 0.297275 1.638531 -0.798935 -0.7788 -0.9297 -0.4580 -0.098
C -0.844599 -0.863936 1.187336 -1.9821 0.5171 -0.7851 0.071
C -1.719121 -1.115171 -0.101452 2.8872 -1.1958 -0.6188 -0.453
C 1.162947 1.053491 0.295483 -2.0209 1.2174 -0.5533 -0.267
C -3.009124 -1.775263 0.386324 2.5842 -0.4217 4.2788 -0.070
C 1.218999 1.892834 1.521123 0.8721 1.2559 0.7965 -0.050
N 3.899030 -1.138465 0.150317 -1.1140 1.3751 -0.6495 0.114
N 2.122515 0.167476 -0.007239 1.7266 -0.7705 0.5461 -0.008
H 3.741040 -1.923730 -1.902126 0.7665 -0.5961 -0.3831 0.124
H 1.763131 -0.270173 -2.038639 -2.2423 0.6765 -2.5713 0.086
H 3.311392 0.112024 1.769908 0.1702 0.7004 1.6388 0.132
H -0.456600 0.046629 -2.421517 0.5956 -0.0285 1.3329 0.122
H -1.144023 1.467702 -2.315815 -1.1158 1.7071 -0.7453 0.076
H -2.197959 0.871711 0.074580 0.0176 0.1098 -1.1444 0.129
H -2.799567 0.192011 -1.484607 -0.0386 -0.3384 0.4623 0.126
H 0.773430 2.101302 -1.681020 0.8712 0.2412 0.8904 0.127
H -0.138158 2.415626 -0.129880 -0.7418 -0.2372 -1.7385 0.110
H -1.471003 -0.135821 1.700021 0.6802 0.4474 0.6075 0.053
H -0.464749 -1.613214 1.890789 0.2275 -0.0793 -0.7696 0.067
H -1.039215 -1.749478 -0.813618 -1.6827 0.4453 1.0793 0.156
H -2.610765 -2.655806 0.969395 -0.6642 0.2643 -0.7591 0.093
H -3.702512 -2.135463 -0.287191 -1.4601 -0.2636 -1.6144 0.051
H -3.439636 -1.215406 1.290993 0.1314 -0.2065 -1.7639 0.115
H 1.478024 1.350480 2.459569 0.1388 0.3873 -0.7176 0.090
H 0.186924 2.271265 1.690032 0.8649 -0.0547 0.0008 0.091
H 1.947892 2.846066 1.371346 -1.5329 -2.1265 0.3841 0.161
H 4.875064 -1.263011 0.329736 0.3359 -0.4325 0.5732 0.166


12
Properties=species:S:1:pos:R:3:forces:R:3:lowdin_charge:R:1 method="wB97M-V/def2-TZVPD" homo_energy_ev=-14.99 charge=+1 gap_ev=10.6 de_lowest_kcal_mol=63.9 e_lumo_ev=-4.41
C 0.893085 0.552396 1.557310 -1.2650 -0.8900 -0.6641 0.141
C -1.226612 -1.746578 -0.384426 0.2689 0.9391 0.2787 0.012
C 0.060351 1.205720 -0.623773 -1.9507 1.3441 0.7656 -0.243
N 0.525205 1.244366 0.551207 2.3650 -1.1856 2.7363 0.078
O 0.756227 1.070604 -1.681488 -0.6190 0.0143 -1.6867 0.197
O -0.314696 -0.930597 -0.222496 -1.6868 -2.9410 -0.8984 -0.108
H 1.462089 1.131848 2.275374 -0.0488 -0.4670 0.5036 0.106
H -2.278476 -1.364214 -0.248461 0.6586 -0.6447 -0.2499 0.116
H -1.071835 -2.843913 -0.637024 0.0617 1.2003 0.2664 0.125
H 0.554581 -0.610453 1.704516 1.1128 3.1446 -0.4590 0.173
H -1.018410 1.599177 -0.572517 1.5489 -0.6914 -1.4892 0.215
H 1.658489 0.691644 -1.718221 -0.4455 0.1773 0.8967 0.187